No. 1
Entry from OMol25: a structure of composition C6H7LiO6Yb at a distorted geometry (ωB97M-V with the def2-TZVPD basis set).

For the strongest force on any atom, the calculation gives 7.4 eV/A. The expectation value of S² is 0.9421. Its net charge is +1. The value obtained for the HOMO-LUMO gap (alpha / beta) is 3.79 / 6.06 eV. Its spin multiplicity is 2. The LUMO energy (alpha / beta) is -4.67 / -5.29 eV.

Cartesian coordinates (Å):
Yb 0.897 -3.475 1.035
O 0.955 -1.180 0.190
O -0.945 -0.604 -1.128
C -1.723 -1.733 -1.523
C -2.203 -2.284 -0.190
O -1.112 -1.954 0.685
C -0.359 -0.887 0.083
H -2.532 -1.387 -2.173
H -1.092 -2.456 -2.061
H -2.341 -3.370 -0.184
H -3.113 -1.785 0.167
Li 3.715 4.444 -0.863
O 3.760 2.702 0.218
O 1.836 1.771 0.886
C 0.570 1.554 0.622
C -0.035 0.275 0.967
O 1.883 3.818 -0.171
C 2.538 2.837 0.186
H 0.010 2.495 0.745
H 0.197 0.020 2.012
H -0.906 1.198 0.497

Atom charges from the natural (NBO) analysis, given in e for atoms 1 to 8: number 1, Yb, carries 0.962; number 2, O, carries -0.886; number 3, O, carries -0.505; number 4, C, carries -0.104; number 5, C, carries -0.104; number 6, O, carries -0.607; number 7, C, carries 0.743; number 8, H, carries 0.225


No. 2
Entry from OMol25: the molecule H4NOPS2 at a distorted geometry (ωB97M-V with the def2-TZVPD basis set).

For the strongest force on any atom, the calculation gives 2.4 eV/A. Its structure (SMILES) is N[P@@](O)(=S)S. The value obtained for the HOMO-LUMO gap is 9.53 eV. The LUMO energy is 0.45 eV.

Cartesian coordinates (Å):
N -0.355 0.819 0.383
P 0.648 -0.379 -0.227
O 0.298 -0.120 -1.777
S 2.513 -0.113 0.315
S -0.573 -2.059 0.142
H -0.055 1.756 0.447
H -0.860 0.518 1.213
H 1.132 -0.015 -2.243
H -1.555 -1.136 0.078

Atom charges from the natural (NBO) analysis, given in e for atoms 1 to 8: number 1, N, carries -1.199; number 2, P, carries 1.515; number 3, O, carries -0.982; number 4, S, carries -0.552; number 5, S, carries -0.260; number 6, H, carries 0.411; number 7, H, carries 0.396; number 8, H, carries 0.510


No. 3
Entry from OMol25: a cluster of 10 separate species, C27H66NO15P in total at a distorted geometry (ωB97M-V with the def2-TZVPD basis set).

For the strongest force on any atom, the calculation gives 8.4 eV/A. Its structure (SMILES) is COCCCCCCCC1=C(P(=N)(O)O)C(=O)C(CCCCO)=CC1=O.CO.CO.CO.CO.CO.CO.CO.CO.CO. The value obtained for the HOMO-LUMO gap is 7.35 eV. The LUMO energy is -1.88 eV.

Cartesian coordinates (Å):
C 0.630 3.704 0.791
O 0.827 3.543 -0.671
C 0.187 4.680 -1.351
C 0.245 4.606 -3.002
C 1.414 3.623 -3.595
C 0.960 2.066 -3.836
C -0.461 1.871 -4.634
C -1.694 1.756 -3.514
C -2.519 0.311 -3.681
C -2.018 -0.619 -2.408
C -2.399 -0.250 -1.017
P -3.458 1.244 -0.476
N -2.386 2.447 -0.114
O -4.325 0.958 1.049
O -4.510 1.890 -1.702
C -1.812 -1.213 0.219
O -2.572 -1.577 1.254
C -0.228 -1.701 -0.005
C 0.907 -1.745 1.177
C 0.601 -2.789 2.401
C -0.210 -2.155 3.676
C 0.342 -0.705 4.204
O 0.711 -0.703 5.659
C 0.156 -2.084 -1.423
C -1.041 -1.964 -2.585
O -1.206 -2.859 -3.564
H -0.173 4.549 1.038
H 0.129 2.693 1.178
H 1.631 3.878 1.374
H -0.959 4.799 -1.039
H 0.716 5.671 -0.971
H 0.531 5.710 -3.356
H -0.833 4.410 -3.427
H 2.311 3.648 -2.818
H 1.851 4.131 -4.582
H 1.799 1.580 -4.533
H 1.024 1.503 -2.805
H -0.357 0.867 -5.262
H -0.731 2.785 -5.311
H -2.403 2.688 -3.530
H -1.139 1.786 -2.458
H -3.679 0.452 -3.721
H -2.146 -0.226 -4.662
H -1.414 2.055 -0.300
H -3.852 1.515 1.763
H -5.364 1.365 -1.652
H 1.117 -0.640 1.500
H 1.910 -2.131 0.655
H -0.020 -3.694 1.990
H 1.647 -3.172 2.793
H -1.386 -2.099 3.519
H -0.062 -2.923 4.578
H 1.290 -0.299 3.645
H -0.582 0.047 4.134
H 1.392 0.053 5.705
H 1.249 -2.409 -1.708
C 4.394 0.268 -6.310
O 3.835 1.560 -6.160
H 4.139 -0.334 -5.435
H 3.985 -0.205 -7.207
H 5.481 0.348 -6.391
H 4.078 2.070 -6.951
C -0.466 -6.682 -3.467
O -1.649 -6.197 -4.074
H -0.546 -7.765 -3.347
H 0.392 -6.451 -4.104
H -0.341 -6.217 -2.486
H -1.549 -5.235 -4.168
C 3.595 -2.877 5.438
O 2.435 -2.589 4.679
H 4.161 -3.665 4.936
H 4.213 -1.979 5.514
H 3.304 -3.217 6.435
H 1.953 -1.887 5.148
C 0.131 -6.475 5.424
O 0.317 -5.716 4.243
H -0.717 -7.149 5.283
H 1.030 -7.062 5.626
H -0.075 -5.804 6.261
H 1.076 -5.128 4.398
C -3.146 -2.881 6.472
O -1.907 -3.394 6.019
H -2.962 -2.172 7.283
H -3.651 -2.368 5.650
H -3.768 -3.700 6.842
H -2.102 -4.020 5.301
C 1.575 7.529 -5.526
O 1.186 6.173 -5.412
H 2.004 7.857 -4.576
H 2.323 7.630 -6.316
H 0.700 8.142 -5.759
H 0.809 5.910 -6.269
C -4.692 5.496 0.471
O -3.310 5.193 0.513
H -4.844 6.514 0.834
H -5.051 5.421 -0.559
H -5.239 4.798 1.110
H -3.206 4.283 0.185
C 0.751 0.156 9.527
O 1.990 -0.358 9.074
H 0.935 0.865 10.337
H 0.246 0.669 8.705
H 0.129 -0.663 9.896
H 1.795 -0.983 8.355
C 2.480 -3.116 -5.235
O 3.831 -2.901 -4.869
H 2.361 -2.896 -6.299
H 2.213 -4.160 -5.050
H 1.834 -2.455 -4.654
H 3.906 -3.105 -3.922

Atom charges from the Löwdin analysis, given in e for atoms 1 to 8: number 1, C, carries -0.127; number 2, O, carries -0.281; number 3, C, carries -0.222; number 4, C, carries -0.159; number 5, C, carries -0.192; number 6, C, carries -0.207; number 7, C, carries -0.184; number 8, C, carries -0.189


| no. | E (eV) |
| --- | --- |
| 1 | -50343.03872 |
| 2 | -34563.64523 |
| 3 | -70544.39152 |